No. 1
Here is a structure of composition C3H4FNO2 at a distorted geometry from OMol25. Energies are from ωB97M-V/def2-TZVPD.

Structure (XYZ):
```
11
Properties=species:S:1:pos:R:3:forces:R:3
C -1.067465 -0.184282 1.103019 0.53 -1.55 -0.62
C 1.400623 -1.072001 0.076612 -5.37 3.18 0.54
C -0.173939 1.068049 -0.861239 -0.55 -0.05 -0.88
N -0.122504 0.039810 0.165509 4.60 -1.38 0.33
O -2.171851 0.312062 1.146549 0.44 0.24 0.35
O 2.174814 -0.899450 -0.736231 2.10 0.97 -2.19
F 1.336561 -2.042299 0.884712 -0.62 -1.06 1.63
H -0.659998 -1.050155 1.671282 -0.91 0.35 0.73
H 0.811523 1.521028 -1.232982 -1.31 -0.79 1.13
H -0.591010 0.456632 -1.671624 -0.05 1.04 -0.64
H -0.936754 1.850607 -0.545608 1.15 -0.94 -0.38
```
Forces are in eV/Å.

Computed properties:
LUMO energy = 0.16 eV
ΔE to the lowest compared entry with this formula, charge and spin = 48.1 kcal/mol
Frontier orbital gap = 0.37043 hartree
HOMO level = -9.918 eV
Largest force on an atom = 6.268 eV/A
Net charge = 0

***

No. 2
Here is a structure of composition C26H50F5NO12PS3 at a distorted geometry from OMol25. Energies are from ωB97M-V/def2-TZVPD.

Structure (XYZ):
```
98
Properties=species:S:1:pos:R:3:forces:R:3
O 4.902482 -2.022667 -1.871162 0.30 -0.06 -0.60
S 3.713614 -1.287401 -2.202194 0.35 -1.61 1.09
O 3.041871 -0.748556 -1.051489 -0.37 0.71 -0.35
N 2.826554 -2.227645 -3.141746 -0.02 1.63 0.07
S 1.621332 -1.552571 -3.955727 0.30 -0.51 -1.56
O 1.093382 -2.570216 -4.813329 -0.32 -0.63 0.35
O 1.959852 -0.353877 -4.709260 0.30 0.71 0.78
P -0.072016 -0.928874 -2.710503 -2.65 -1.79 -0.16
O 0.229041 -1.028211 -1.153444 0.28 1.12 -0.39
O -0.389221 0.578899 -3.134050 0.99 0.28 0.35
S -1.592720 -2.026042 -3.125716 0.34 -0.22 0.19
C 4.401419 0.188361 -3.122122 0.08 0.13 0.07
F 5.567113 0.466068 -2.496774 0.05 0.01 0.11
F 4.717030 -0.121571 -4.383214 -0.21 0.00 0.02
C 3.554519 1.516253 -3.059427 0.11 -0.01 -0.60
F 2.298746 1.343927 -2.659682 0.10 0.17 0.17
F 3.529273 2.075001 -4.276597 -0.02 0.07 0.14
F 4.132703 2.394683 -2.232165 -0.14 -0.05 0.10
H 0.553855 -0.163956 -0.854264 0.63 -0.11 0.44
H 0.305269 0.909395 -3.724466 0.14 0.14 -0.11
C -3.742654 -0.618738 -7.857962 -0.02 -0.09 -0.02
C -4.804554 -0.283486 -6.814590 0.00 0.09 0.00
C -4.156182 -0.810121 -5.538510 0.06 -0.13 0.01
O -2.751484 -0.673994 -5.714237 -0.11 0.18 -0.30
C -2.458194 -0.372944 -7.074822 0.00 0.09 0.07
H -3.808797 -0.018488 -8.765413 0.00 0.02 0.01
H -3.815664 -1.671810 -8.139710 0.01 0.00 0.00
H -4.936605 0.799749 -6.751039 0.00 0.00 0.01
H -5.777304 -0.733242 -7.013544 0.01 -0.02 0.00
H -4.384417 -1.871379 -5.385058 -0.08 0.02 0.02
H -4.461503 -0.260640 -4.647269 0.05 -0.01 0.04
H -2.149901 0.677989 -7.139767 0.01 -0.01 -0.09
H -1.628723 -0.996893 -7.408847 0.03 -0.01 0.07
C 6.329843 -0.720188 0.874959 -0.01 0.09 0.13
C 7.611225 -0.736482 1.705984 0.04 -0.03 -0.07
C 7.278785 -1.775738 2.769786 -0.15 0.00 0.01
O 6.390473 -2.708179 2.162914 0.04 0.12 -0.03
C 5.924599 -2.183485 0.900729 0.10 -0.13 0.01
H 6.461645 -0.342825 -0.135927 -0.02 -0.04 -0.03
H 5.570489 -0.109994 1.370752 -0.02 0.00 -0.03
H 8.448439 -1.080185 1.093170 0.01 0.00 0.01
H 7.875259 0.232699 2.129984 -0.01 0.00 0.01
H 6.768709 -1.315348 3.625839 0.08 0.05 0.02
H 8.161451 -2.304304 3.137787 -0.02 -0.04 0.01
H 6.405101 -2.741521 0.095305 -0.04 0.02 -0.04
H 4.849860 -2.323416 0.821120 -0.02 -0.06 0.04
C 2.006710 -7.474211 -1.946738 -0.06 -0.07 -0.07
C 2.381687 -6.514547 -3.073514 0.10 0.02 0.12
C 1.307469 -5.444504 -2.941907 -0.14 -0.01 -0.06
O 0.961688 -5.391905 -1.550662 0.05 -0.15 -0.02
C 1.523309 -6.508664 -0.871213 0.09 0.17 -0.01
H 2.829737 -8.105436 -1.610531 0.01 0.02 0.01
H 1.186809 -8.123543 -2.265961 0.00 0.00 0.01
H 3.366314 -6.081315 -2.883043 -0.01 0.02 -0.01
H 2.398244 -6.977709 -4.059452 -0.03 0.00 -0.01
H 0.407616 -5.709519 -3.508067 0.03 0.01 -0.05
H 1.646423 -4.467461 -3.273826 -0.06 0.02 0.07
H 2.357998 -6.155083 -0.254070 0.02 -0.09 0.03
H 0.769539 -6.948812 -0.214232 -0.02 0.04 0.01
C 0.412880 2.470072 2.316777 0.21 0.01 0.04
C 1.491499 3.466019 1.890894 -0.04 -0.01 -0.09
C 2.418826 2.588434 1.052767 0.04 -0.05 0.07
O 1.592719 1.588415 0.459025 -0.10 0.04 0.04
C 0.305457 1.602696 1.074447 -0.23 0.06 -0.12
H -0.530390 2.929171 2.600040 -0.02 -0.01 0.00
H 0.767168 1.874734 3.161637 -0.01 0.00 0.01
H 1.050914 4.247854 1.266800 0.01 0.01 0.00
H 2.002796 3.944658 2.725856 0.02 -0.02 0.01
H 3.169787 2.090830 1.676070 0.03 0.05 0.02
H 2.934825 3.141608 0.267046 -0.01 -0.06 -0.05
H -0.407332 2.030375 0.358587 -0.09 -0.03 0.06
H 0.000526 0.578830 1.297349 0.04 -0.03 -0.02
C -3.059050 4.419822 6.338995 0.10 -0.03 0.06
C -1.990778 5.427458 5.919918 -0.08 0.05 -0.06
C -1.058152 4.561478 5.083070 0.03 -0.12 0.05
O -1.872804 3.552708 4.484885 -0.07 0.13 0.13
C -3.170515 3.550857 5.094903 0.11 0.08 -0.11
H -4.006998 4.874607 6.621879 -0.02 0.00 -0.02
H -2.701088 3.824792 7.182331 -0.01 -0.01 0.00
H -2.437792 6.207086 5.298494 0.01 0.01 0.00
H -1.484543 5.908003 6.756131 0.01 -0.02 0.01
H -0.303098 4.070914 5.707856 0.03 0.07 0.02
H -0.545738 5.123492 4.300428 0.00 -0.05 -0.04
H -3.885007 3.971831 4.380122 -0.06 0.00 0.05
H -3.466899 2.531105 5.317062 0.02 -0.06 -0.07
C -7.721898 1.895744 3.835339 0.03 -0.13 -0.02
C -8.132714 1.493854 5.248999 -0.03 0.13 0.03
C -6.781339 1.228787 5.898456 0.07 -0.10 -0.07
O -5.845605 2.103855 5.262260 -0.23 -0.03 0.00
C -6.443364 2.679335 4.095813 -0.01 0.09 0.06
H -8.474060 2.479185 3.307130 0.00 0.02 0.01
H -7.502908 1.005364 3.242742 0.01 0.01 -0.02
H -8.631941 2.329661 5.744995 0.00 -0.01 0.01
H -8.796028 0.631337 5.286557 0.01 -0.02 -0.01
H -6.456392 0.196607 5.731476 -0.05 -0.02 0.03
H -6.781310 1.422047 6.971837 0.06 0.03 0.00
H -6.659259 3.733899 4.303233 -0.02 0.00 -0.06
H -5.737933 2.627145 3.266706 0.06 -0.02 0.04
```
Forces are in eV/Å.

Computed properties:
LUMO energy = 2.00 eV
Frontier orbital gap = 0.27517 hartree
HOMO level = -5.484 eV
Largest force on an atom = 3.202 eV/A
Net charge = -1

***

No. 3
Here is a structure of composition C33H45FeN5S at a distorted geometry from OMol25. Energies are from ωB97M-V/def2-TZVPD.

Structure (XYZ):
```
85
Properties=species:S:1:pos:R:3:forces:R:3
Fe 0.018278 0.565644 0.458255 -0.30 0.61 -1.71
N 2.139464 3.335290 -1.587577 0.18 -0.29 -1.51
N -1.800689 1.534454 -1.243402 -1.64 0.96 4.24
C -0.153862 -0.214800 2.247029 1.52 0.24 1.07
C -0.089202 1.229434 2.361923 0.84 -0.38 0.46
C 1.171301 1.655617 1.801779 0.11 -0.45 1.06
C 1.740706 3.050860 1.761990 0.28 0.07 0.20
H 1.018169 3.779994 2.143844 0.15 -0.11 -0.07
H 2.014295 3.340126 0.732128 -0.03 -0.06 0.61
H 2.654528 3.108340 2.365850 -0.13 -0.08 0.21
C 1.893243 0.494405 1.361384 -0.77 -0.24 0.99
C 3.325757 0.529241 0.950711 0.21 -0.07 -0.37
H 3.968977 0.555590 1.846872 -0.20 0.00 -0.20
H 3.553609 1.426358 0.354500 -0.06 -0.24 0.11
H 3.606636 -0.356919 0.368001 -0.05 0.29 0.22
C 1.079922 -0.667614 1.614781 -0.19 0.87 1.76
C 1.527372 -2.083709 1.524176 0.04 -0.16 -0.32
H 2.100180 -2.256178 0.602852 -0.15 -0.08 0.36
H 0.665303 -2.759740 1.528288 0.22 0.04 -0.05
H 2.163392 -2.327569 2.391679 -0.16 0.01 -0.27
C -1.058539 2.099729 3.093769 -0.10 0.11 -0.07
H -0.740674 2.252806 4.138687 -0.08 -0.07 -0.29
H -2.051247 1.637871 3.110616 0.15 0.18 0.01
H -1.135388 3.086931 2.619114 -0.10 -0.20 0.09
C -1.134400 -1.106167 2.929690 -0.33 -0.04 -0.22
H -1.234329 -2.044060 2.371215 -0.16 0.11 0.23
H -2.118919 -0.626282 2.975094 0.10 -0.26 0.07
H -0.813283 -1.341207 3.959082 -0.05 0.11 -0.35
C 2.783623 3.605586 -2.740479 -0.87 -0.44 0.56
H 3.670241 4.194816 -2.579963 0.34 0.17 -0.51
C 2.339124 3.136392 -3.964386 0.96 0.49 -0.63
H 2.946062 3.367286 -4.833589 -0.04 -0.06 -0.08
C 1.158659 2.413419 -4.097825 -1.07 -0.14 1.82
H 0.772260 2.064924 -5.046887 0.20 0.10 -0.13
C 0.421666 2.145622 -2.925382 1.33 0.87 -0.39
H -0.577656 1.691911 -2.909902 0.88 0.13 0.09
C 1.025791 2.586260 -1.689517 -1.05 -0.33 1.14
C 0.521806 2.274871 -0.313407 -3.01 2.79 -1.61
H -0.113316 3.263938 0.031528 1.52 -2.35 -0.54
C -1.891254 0.593558 -0.263102 -0.37 -0.98 -1.48
C -2.936985 2.316230 -0.954390 -1.00 -1.33 -1.95
H -2.902051 3.322049 -1.325237 -0.71 0.27 -0.39
C -3.949354 1.576785 -0.353489 2.57 0.08 -0.62
H -5.017443 1.739791 -0.343272 0.40 -0.13 0.20
N -3.260197 0.402607 0.089296 0.70 2.34 -0.65
C -3.866239 -0.621478 0.850949 0.89 0.87 -0.57
C -4.727678 -0.209698 1.868012 0.44 -1.27 -0.03
C -5.298178 -1.242263 2.609485 0.13 0.18 -0.47
H -5.980598 -0.969900 3.401679 -0.07 -0.26 0.18
C -4.996055 -2.574484 2.331316 -0.04 -0.28 0.03
C -5.652110 -3.659627 3.128438 -0.12 -0.16 0.23
H -4.962841 -4.500322 3.267372 -0.19 0.07 0.07
H -6.548206 -4.041203 2.618353 0.16 0.06 0.11
H -5.958268 -3.275785 4.107476 0.01 -0.21 -0.12
C -4.121369 -2.923041 1.298035 0.00 0.78 -0.03
H -3.901962 -3.957348 1.070464 -0.11 -0.18 0.15
C -3.520767 -1.934552 0.519007 -0.88 0.18 0.78
C -2.604377 -2.259039 -0.610092 0.32 -0.78 -0.30
H -2.776227 -1.648934 -1.505589 0.09 0.02 0.33
H -2.766353 -3.308998 -0.890501 0.05 0.14 0.02
H -1.541607 -2.168016 -0.335783 -0.36 0.13 -0.14
C -4.977810 1.223386 2.189202 -0.71 0.42 0.94
H -5.625338 1.721722 1.455751 0.22 -0.11 0.38
H -4.066989 1.830315 2.322035 -0.29 -0.31 -0.29
H -5.515970 1.245881 3.145515 0.10 0.09 -0.13
C 3.876587 -0.234156 -4.393933 0.03 0.05 -0.17
C 4.140325 0.087013 -2.940835 -0.08 0.07 0.96
N 2.918230 0.102395 -2.108925 0.28 0.89 -0.27
C 2.094001 -0.890188 -1.817346 -0.51 -0.74 0.48
S 0.424932 -0.455050 -1.344413 0.80 -2.31 -2.37
N 2.430740 -2.201341 -1.934389 0.45 1.29 -0.02
C 3.798324 -2.802785 -2.046491 -0.93 0.10 -0.36
C 4.679048 -2.610224 -0.832671 0.22 0.07 0.26
H 3.478776 -1.246223 -4.518109 0.02 0.15 -0.04
H 4.821934 -0.160925 -4.940173 -0.08 -0.12 -0.05
H 3.171471 0.480756 -4.833293 0.09 -0.15 0.12
H 4.837366 -0.620259 -2.473958 0.04 0.25 -0.44
H 4.587696 1.083720 -2.834448 -0.19 -0.22 -0.02
H 2.545167 1.037855 -1.876298 0.29 -0.91 -0.32
H 1.657842 -2.833611 -1.779534 0.02 -0.02 0.06
H 3.613369 -3.874956 -2.191800 -0.01 0.11 -0.06
H 4.262252 -2.441440 -2.967404 0.05 -0.27 0.21
H 4.171197 -2.935354 0.083317 0.09 0.11 -0.17
H 5.577530 -3.231143 -0.944482 -0.14 0.06 -0.06
H 5.020581 -1.575189 -0.708273 -0.14 -0.19 0.07
```
Forces are in eV/Å.

Computed properties:
LUMO energy (alpha / beta) = 4.28 / 4.22 eV
ΔE to the lowest compared entry with this formula, charge and spin = 54.8 kcal/mol
2S+1 = 5
Frontier orbital gap (alpha / beta) = 0.06142 / 0.24907 hartree
HOMO level (alpha / beta) = 2.606 / -2.554 eV
Expectation value of S² = 6.026
Largest force on an atom = 4.646 eV/A
Net charge = -2

***

No. 4
Here is a structure of composition C11H16Cl3F3MnO4S at a distorted geometry from OMol25. Energies are from ωB97M-V/def2-TZVPD.

Structure (XYZ):
```
39
Properties=species:S:1:pos:R:3:forces:R:3
C 0.304996 1.985465 -0.576074 -1.80 1.09 -0.12
C -1.067519 2.160255 -0.487058 3.21 0.09 0.50
C -1.721335 1.055662 -1.133273 2.12 -2.87 -1.88
C -1.749773 3.223145 0.268092 -0.55 0.51 0.34
C -0.740742 0.165861 -1.640419 -2.12 2.35 1.32
C 0.555948 0.769199 -1.354837 1.79 -1.02 -0.43
C 1.790619 0.262070 -1.743254 -2.74 1.34 -1.00
C 1.366398 2.833959 -0.008159 1.13 0.10 0.27
C -3.169786 0.881676 -1.218369 -0.88 -0.12 -0.19
C -0.934579 -1.128245 -2.292619 -0.01 -0.28 -0.16
Mn -0.205930 -0.714604 2.363984 0.57 1.60 -0.33
Cl -2.171049 -0.160526 1.839810 -1.14 1.11 0.55
Cl 0.670840 1.340945 3.036614 0.14 -0.23 0.33
Cl -3.120854 -2.203513 -0.029240 -0.71 -1.11 -0.64
H -1.043849 3.990633 0.617377 -0.32 -0.23 -0.10
H -2.285114 2.813429 1.138426 0.29 -0.06 -0.10
H -2.530412 3.694296 -0.345853 0.15 0.09 -0.01
H -3.604040 0.924661 -0.209062 0.02 -0.29 -0.26
H -3.400855 -0.086694 -1.677367 -0.14 0.23 0.37
H -3.659740 1.678113 -1.798202 0.14 0.10 -0.07
H -1.511708 -1.718871 -1.554312 0.24 -0.42 -0.55
H 0.049445 -1.557245 -2.554674 -0.58 -0.16 0.15
H -1.517183 -1.005283 -3.213028 -0.03 -0.27 0.01
H 1.854468 -0.700700 -2.241049 -0.04 0.15 -0.13
H 2.472480 -0.208414 -0.282145 0.60 1.12 2.22
H 2.624548 0.940411 -1.837160 0.32 -0.12 0.49
H 0.975419 3.615036 0.668286 0.30 -0.37 -0.39
H 1.993412 3.273189 -0.806107 -0.32 0.31 0.07
H 2.095580 2.210493 0.539655 -0.56 0.31 0.15
O 2.857450 0.146996 0.609323 0.16 -2.21 -1.13
H 3.107240 -0.707008 1.017082 -0.13 0.76 0.19
F 2.540585 -4.811030 2.605052 0.42 0.38 -0.85
C 2.282181 -3.834926 1.710410 -0.58 0.69 0.11
F 3.191943 -2.831377 1.856303 -0.44 -1.11 -0.12
F 2.344970 -4.284180 0.441337 0.42 -0.16 0.93
S 0.568393 -3.191295 2.016483 -0.61 2.07 0.05
O -0.283016 -4.331946 2.190785 0.96 0.41 0.02
O 0.746519 -2.239398 3.177387 0.55 -2.51 0.40
O 0.324051 -2.250239 0.905855 0.17 -1.28 0.00
```
Forces are in eV/Å.

Computed properties:
LUMO energy (alpha / beta) = 4.83 / 4.83 eV
2S+1 = 4
Frontier orbital gap (alpha / beta) = 0.20527 / 0.20422 hartree
HOMO level (alpha / beta) = -0.754 / -0.726 eV
Expectation value of S² = 4.216
Largest force on an atom = 4.036 eV/A
Net charge = -2